26
Properties=species:S:1:pos:R:3:forces:R:3 method="wB97M-V/def2-TZVPD" total_energy_ev=-10629.1068 smiles=CCc1ccccc1.CC
C -1.19670 2.78361 -0.69475 0.5 0.7 0.2
C -0.25980 1.89271 0.14042 -0.3 0.3 0.2
C 0.31022 0.79858 -0.70979 0.2 -0.3 0.4
C 1.61627 0.83592 -1.17489 -0.1 -0.7 -0.2
C 2.06608 -0.15112 -2.06360 0.7 0.6 0.2
C 1.26126 -1.18386 -2.47520 -1.3 -0.6 0.4
C -0.02675 -1.26587 -1.92869 -0.1 0.2 0.3
C -0.47914 -0.30544 -1.04073 -0.1 0.5 -0.7
H -1.32714 3.77427 -0.24606 -0.2 -0.2 0.3
H -2.18577 2.37302 -0.87485 0.1 -0.2 -0.2
H -0.66632 3.02715 -1.61852 -0.3 -0.3 -0.3
H 0.50932 2.55009 0.55061 0.3 -0.2 -0.1
H -0.75691 1.44365 1.00350 -0.2 0.1 -0.1
H 2.31626 1.56535 -0.78915 -0.1 0.2 -0.2
H 3.09012 -0.08736 -2.41402 0.0 -0.1 0.0
H 1.54219 -1.98402 -3.14407 0.5 0.2 -0.1
H -0.73708 -2.05248 -2.15295 0.3 -0.2 -0.3
H -1.51666 -0.33890 -0.72756 0.1 -0.1 0.3
C 0.03165 -2.24495 2.29938 -0.5 -0.7 -0.9
C -0.96610 -1.16399 2.71983 1.3 0.3 2.0
H 0.07042 -3.06421 3.01836 0.3 0.3 0.3
H -0.24926 -2.78563 1.38727 -0.2 0.4 -0.1
H 1.01522 -1.83615 2.08071 0.1 -0.1 0.3
H -0.48359 -0.18266 2.72214 -0.4 0.2 -1.1
H -1.96482 -1.20172 2.30849 0.0 0.1 -0.2
H -1.01298 -1.19597 3.82415 -0.7 -0.5 -0.2

24
Properties=species:S:1:pos:R:3:forces:R:3 method="wB97M-V/def2-TZVPD" total_energy_ev=-18606.5212 charge=-1
C 1.83102 1.26906 0.05183 -1.1 -1.2 -2.1
C 1.77413 -1.31132 -0.26260 -3.2 2.2 -0.5
C -0.37879 -0.30281 1.99771 0.2 -0.4 0.9
C -0.13897 -0.64628 -2.46842 -0.1 2.3 2.3
C -1.42422 -1.08871 1.78609 -1.0 -1.3 1.1
C 1.09277 0.08856 -0.52142 1.9 -1.0 1.0
C -0.72607 1.38122 -1.32448 0.2 2.0 0.4
N 0.08645 0.22637 -1.43313 2.1 -2.8 -2.1
N -2.57215 -0.54814 1.19083 -0.3 -0.4 -1.8
O 2.80197 1.02864 0.84259 0.9 -1.4 1.7
O 1.40935 -2.20892 -1.01577 1.0 -1.1 0.3
O 1.61628 2.37162 -0.42728 0.1 1.9 0.3
O 2.41373 -1.38086 0.84583 1.2 0.1 0.1
H -0.45174 0.75323 1.75818 -0.1 -0.1 -0.2
H 0.51897 -0.55611 2.53487 0.2 -0.5 -0.3
H 0.51440 -1.46482 -2.64585 0.1 -0.3 0.1
H -1.07134 -0.44123 -2.92020 -0.7 -0.2 -0.7
H -1.71622 -2.17585 2.04755 1.7 1.7 -0.1
H -0.07323 2.26440 -1.17516 -0.3 -0.6 -0.4
H -1.41359 1.55669 -2.12353 -0.3 -0.4 -0.7
H -1.23873 1.30768 -0.40764 -0.9 -0.1 1.1
H -2.36698 0.32508 0.79183 0.6 1.2 -1.0
H 2.78947 -0.15688 1.06663 -0.7 0.5 -0.8
H -3.27651 -0.29060 1.81156 -1.5 -0.3 1.7

50
Properties=species:S:1:pos:R:3:forces:R:3 method="wB97M-V/def2-TZVPD" total_energy_ev=-66602.9214 multiplicity=6
Fe -19.38343 20.74578 -4.05631 2.5 -1.4 -0.6
C -16.43249 18.87901 -4.95357 -1.2 1.3 0.5
O -17.63174 19.62967 -4.53831 -0.5 -0.7 -0.1
H -16.40470 18.41476 -5.93936 -0.8 0.6 -0.6
H -15.60226 19.58357 -4.90429 0.3 -0.2 0.0
H -16.20780 17.99356 -4.35893 -0.1 0.2 0.9
C -15.67752 20.11246 -8.85982 1.1 -0.6 -0.7
C -14.80730 20.31841 -10.14796 0.0 -0.4 -0.5
O -13.99925 19.14886 -10.47293 -0.5 0.5 1.3
O -16.24787 21.33360 -8.38897 0.0 -0.6 -0.5
H -15.07523 19.68795 -8.05661 0.4 0.2 0.0
H -16.38110 19.30627 -9.06751 -0.6 0.3 -0.1
H -14.16767 21.19602 -10.05432 0.1 0.0 0.4
H -15.44815 20.52883 -11.00420 -0.3 0.0 0.1
H -13.99176 18.92159 -11.40561 -0.3 0.4 0.0
H -17.19201 21.33132 -8.56276 0.0 0.1 -0.1
C -19.37006 16.98838 -8.87584 -0.1 -0.4 -1.4
C -19.47440 17.38049 -7.41505 -0.7 0.5 -1.1
O -20.24489 16.40939 -6.76053 0.2 -0.7 0.8
O -20.54439 16.52353 -9.56694 0.2 0.8 0.7
H -18.66006 16.16793 -8.98009 0.3 -0.2 0.4
H -18.93922 17.77462 -9.49575 -0.1 0.4 0.1
H -20.01897 18.29266 -7.17112 0.1 0.4 -0.7
H -18.43155 17.57348 -7.16344 0.1 -0.5 0.9
H -19.69969 15.74406 -6.33428 0.0 0.0 0.1
H -21.16774 16.25457 -8.88819 -0.2 -0.2 0.2
C -14.05042 21.92900 -5.96140 1.0 -1.3 2.8
C -13.73212 23.14179 -6.74166 0.0 -0.6 0.0
O -14.94246 23.60667 -7.24902 0.0 1.3 -0.5
O -14.73649 22.28027 -4.73804 -0.2 0.3 -0.6
H -13.12947 21.47811 -5.59174 0.5 -0.3 -0.4
H -14.60838 21.12297 -6.43795 -0.1 0.4 -0.7
H -12.99423 22.90009 -7.50664 0.0 -0.2 -0.5
H -13.20264 23.84007 -6.09346 -0.5 0.4 0.1
H -15.41841 22.80847 -7.48976 -0.4 0.0 -0.3
H -15.18007 21.48869 -4.42462 -0.1 0.1 0.3
C -15.52008 20.26413 -1.12494 -1.5 2.2 -0.7
O -16.00953 21.35033 -1.38192 -0.2 0.3 -0.3
N -16.03522 19.11391 -1.48296 -2.8 -3.2 -2.3
N -14.42065 20.08219 -0.47089 3.6 0.0 2.2
H -16.63870 19.15078 -2.29200 -0.4 0.0 0.2
H -15.78811 18.18476 -1.17358 0.2 0.5 0.1
H -14.04925 19.14814 -0.56952 0.7 0.7 0.5
H -13.86209 20.91083 -0.32435 0.3 -0.5 0.2
O -18.78412 16.77656 -3.62660 -0.2 -0.4 0.2
H -18.08378 16.16614 -3.85711 0.2 -0.2 0.0
H -18.46893 17.62849 -3.92846 0.2 0.7 -0.2
O -12.83807 19.14193 -3.29930 0.2 0.1 0.0
H -13.23905 18.66296 -4.02459 -0.1 -0.1 -0.2
H -13.35272 18.89088 -2.53227 -0.2 0.1 0.1

43
Properties=species:S:1:pos:R:3:forces:R:3 method="wB97M-V/def2-TZVPD" total_energy_ev=-32245.9166 charge=-1
Pt -0.41198 -0.17102 -0.46901 1.1 -0.6 0.9
O -1.62461 -0.02957 -4.30515 0.2 -0.2 0.0
C -1.03399 -0.18568 -3.22624 -0.9 0.9 0.1
N -1.30063 0.44669 -2.08057 -0.4 -0.1 -0.9
C -2.39533 1.36617 -1.91534 0.0 0.0 -0.5
C -2.54174 1.69405 -0.45182 0.5 -0.6 0.1
C -3.41523 2.65623 -0.00821 -0.3 0.4 0.6
C -3.60142 2.87904 1.36092 0.5 -0.6 -0.3
C -2.92130 2.02658 2.24147 -0.6 0.6 -0.2
C -2.04813 1.09818 1.74577 0.5 -0.5 -0.5
N -1.78738 0.94487 0.42082 -1.4 1.1 0.7
C 0.12852 -1.09672 -3.05684 1.1 -0.5 0.7
C 0.68911 -1.77385 -4.12908 -0.2 0.1 0.0
C 1.82078 -2.55022 -3.95777 0.3 0.1 1.0
C 2.37453 -2.61898 -2.66575 -0.2 -0.1 -1.3
C 1.77089 -1.93993 -1.63804 -0.2 0.3 0.9
N 0.66790 -1.18745 -1.78527 0.2 -0.6 -1.8
H -3.33051 0.91969 -2.29029 0.1 0.1 0.1
H -2.23726 2.28020 -2.50871 -0.1 -0.1 0.1
H -3.97433 3.23191 -0.73268 0.0 0.0 -0.1
H -4.26466 3.65154 1.71809 -0.1 0.0 0.0
H -3.09414 2.08353 3.30589 0.1 0.0 0.1
H -1.52075 0.40910 2.38837 0.3 -0.1 0.0
H 0.20497 -1.66413 -5.08979 0.0 0.1 0.0
H 2.28321 -3.07179 -4.78288 0.0 0.0 -0.1
H 3.27252 -3.18895 -2.47470 0.0 0.0 0.1
H 2.18742 -1.99398 -0.64268 -0.3 0.0 0.2
O 0.28028 -2.16868 1.35556 -2.3 -1.0 -1.6
O 1.09261 -2.89145 2.14623 1.9 -1.1 1.4
C 2.89619 -0.65049 1.69605 0.0 0.0 0.2
C 1.47664 -0.15056 2.03521 0.1 -0.4 -0.1
C 1.39219 1.34316 1.69606 0.0 -0.3 -0.1
C 1.21082 -0.37573 3.53353 0.2 -0.1 -0.1
N 0.47803 -0.82178 1.23364 -0.4 2.3 0.2
H 3.63020 -0.13231 2.31406 0.2 0.1 0.0
H 3.11004 -0.44905 0.64731 0.1 0.1 -0.1
H 2.95563 -1.72162 1.88361 -0.1 0.0 0.0
H 2.28590 1.85236 2.05220 0.1 0.1 0.1
H 0.52014 1.80121 2.15730 -0.1 0.1 0.0
H 1.32042 1.46027 0.60688 0.1 0.1 0.2
H 1.99122 0.09927 4.12564 0.1 0.2 0.2
H 1.21856 -1.44648 3.72579 -0.1 0.0 0.0
H 0.24466 0.03636 3.82041 -0.1 0.1 0.0

Copy entry 3 word for word.
50
Properties=species:S:1:pos:R:3:forces:R:3 method="wB97M-V/def2-TZVPD" total_energy_ev=-66602.9214 multiplicity=6
Fe -19.38343 20.74578 -4.05631 2.5 -1.4 -0.6
C -16.43249 18.87901 -4.95357 -1.2 1.3 0.5
O -17.63174 19.62967 -4.53831 -0.5 -0.7 -0.1
H -16.40470 18.41476 -5.93936 -0.8 0.6 -0.6
H -15.60226 19.58357 -4.90429 0.3 -0.2 0.0
H -16.20780 17.99356 -4.35893 -0.1 0.2 0.9
C -15.67752 20.11246 -8.85982 1.1 -0.6 -0.7
C -14.80730 20.31841 -10.14796 0.0 -0.4 -0.5
O -13.99925 19.14886 -10.47293 -0.5 0.5 1.3
O -16.24787 21.33360 -8.38897 0.0 -0.6 -0.5
H -15.07523 19.68795 -8.05661 0.4 0.2 0.0
H -16.38110 19.30627 -9.06751 -0.6 0.3 -0.1
H -14.16767 21.19602 -10.05432 0.1 0.0 0.4
H -15.44815 20.52883 -11.00420 -0.3 0.0 0.1
H -13.99176 18.92159 -11.40561 -0.3 0.4 0.0
H -17.19201 21.33132 -8.56276 0.0 0.1 -0.1
C -19.37006 16.98838 -8.87584 -0.1 -0.4 -1.4
C -19.47440 17.38049 -7.41505 -0.7 0.5 -1.1
O -20.24489 16.40939 -6.76053 0.2 -0.7 0.8
O -20.54439 16.52353 -9.56694 0.2 0.8 0.7
H -18.66006 16.16793 -8.98009 0.3 -0.2 0.4
H -18.93922 17.77462 -9.49575 -0.1 0.4 0.1
H -20.01897 18.29266 -7.17112 0.1 0.4 -0.7
H -18.43155 17.57348 -7.16344 0.1 -0.5 0.9
H -19.69969 15.74406 -6.33428 0.0 0.0 0.1
H -21.16774 16.25457 -8.88819 -0.2 -0.2 0.2
C -14.05042 21.92900 -5.96140 1.0 -1.3 2.8
C -13.73212 23.14179 -6.74166 0.0 -0.6 0.0
O -14.94246 23.60667 -7.24902 0.0 1.3 -0.5
O -14.73649 22.28027 -4.73804 -0.2 0.3 -0.6
H -13.12947 21.47811 -5.59174 0.5 -0.3 -0.4
H -14.60838 21.12297 -6.43795 -0.1 0.4 -0.7
H -12.99423 22.90009 -7.50664 0.0 -0.2 -0.5
H -13.20264 23.84007 -6.09346 -0.5 0.4 0.1
H -15.41841 22.80847 -7.48976 -0.4 0.0 -0.3
H -15.18007 21.48869 -4.42462 -0.1 0.1 0.3
C -15.52008 20.26413 -1.12494 -1.5 2.2 -0.7
O -16.00953 21.35033 -1.38192 -0.2 0.3 -0.3
N -16.03522 19.11391 -1.48296 -2.8 -3.2 -2.3
N -14.42065 20.08219 -0.47089 3.6 0.0 2.2
H -16.63870 19.15078 -2.29200 -0.4 0.0 0.2
H -15.78811 18.18476 -1.17358 0.2 0.5 0.1
H -14.04925 19.14814 -0.56952 0.7 0.7 0.5
H -13.86209 20.91083 -0.32435 0.3 -0.5 0.2
O -18.78412 16.77656 -3.62660 -0.2 -0.4 0.2
H -18.08378 16.16614 -3.85711 0.2 -0.2 0.0
H -18.46893 17.62849 -3.92846 0.2 0.7 -0.2
O -12.83807 19.14193 -3.29930 0.2 0.1 0.0
H -13.23905 18.66296 -4.02459 -0.1 -0.1 -0.2
H -13.35272 18.89088 -2.53227 -0.2 0.1 0.1